(1)
Density functional theory data (wB97M-V/def2-TZVPD) for a cluster of 2 separate species, C5H3N4 in total in a non-equilibrium geometry.

Results
highest occupied orbital energy: -14.96 eV
E_tot: -410.890530 hartree
net charge: +1
energy relative to the best compared isomer or geometry (same formula, charge and spin): 1.862 eV

Each line ends with the Löwdin charge.
Positions of all 12 atoms, in Å:
1 C -0.120 0.351 -0.159  0.04
2 C 0.410 -0.049 1.114  0.10
3 C 0.374 -0.152 -1.385  -0.02
4 C 1.741 -0.391 0.951  0.01
5 C 2.209 -0.792 -0.486  -0.11
6 N 4.826 -2.380 2.119  0.14
7 N 1.480 -0.889 -1.469  0.20
8 N 4.311 -1.885 1.292  0.03
9 N 3.007 -0.420 0.558  0.24
10 H -1.012 0.763 -0.364  0.09
11 H -0.205 -0.309 1.909  0.12
12 H -0.190 0.077 -2.337  0.17

***

(2)
Density functional theory data (wB97M-V/def2-TZVPD) for the molecule C5H3NO in a non-equilibrium geometry.

Results
highest occupied orbital energy: -9.68 eV
E_tot: -322.261070 hartree
SMILES string: N#Cc1ccoc1
energy relative to the best compared isomer or geometry (same formula, charge and spin): 0.836 eV

Each line ends with the Löwdin charge.
Positions of all 10 atoms, in Å:
1 C 0.592 0.658 1.526  -0.19
2 C 0.203 -0.061 0.368  -0.23
3 C -0.607 -1.206 0.034  -0.01
4 C -1.031 -1.048 -1.278  -0.01
5 C 0.346 0.610 -0.752  -0.12
6 H -1.164 -1.964 0.639  0.13
7 H -1.745 -1.427 -1.992  0.12
8 H 0.989 1.438 -0.971  0.15
9 N 1.058 1.064 2.475  0.16
10 O -0.313 0.098 -1.799  0.00

***

(3)
Density functional theory data (wB97M-V/def2-TZVPD) for the molecule C5H3NO in a non-equilibrium geometry.

Results
highest occupied orbital energy: -10.46 eV
E_tot: -322.235073 hartree
SMILES string: N#CC=C=CC=O
energy relative to the best compared isomer or geometry (same formula, charge and spin): 1.543 eV

Each line ends with the Löwdin charge.
Positions of all 10 atoms, in Å:
1 N -3.441 0.730 0.392  0.15
2 C -2.376 0.406 0.711  -0.22
3 C -0.011 0.327 0.372  0.01
4 C -1.044 0.089 1.139  -0.07
5 O 1.160 -1.825 -0.968  0.06
6 C 1.598 -0.708 -1.099  -0.26
7 C 1.033 0.484 -0.398  -0.03
8 H -0.908 -0.323 2.136  0.12
9 H 2.486 -0.505 -1.725  0.12
10 H 1.524 1.450 -0.498  0.11

***

(4)
Density functional theory data (wB97M-V/def2-TZVPD) for a structure of composition C5H3NO.

Results
highest occupied orbital energy: -8.66 eV
E_tot: -322.103041 hartree
energy relative to the best compared isomer or geometry (same formula, charge and spin): 5.136 eV

Each line ends with the Löwdin charge.
Positions of all 10 atoms, in Å:
1 C -0.526 -1.932 0.690  0.11
2 C -0.881 -1.001 -0.009  -0.12
3 C -0.756 0.417 -0.286  -0.18
4 C 0.173 0.507 0.752  -0.14
5 O 1.357 0.878 0.350  0.02
6 N 1.257 1.236 -1.018  0.10
7 C 0.036 0.974 -1.365  -0.11
8 H -0.386 -2.678 1.442  0.04
9 H -0.001 0.276 1.790  0.15
10 H -0.274 1.322 -2.346  0.12

***

(5)
Density functional theory data (wB97M-V/def2-TZVPD) for the molecule C5H3NO in a non-equilibrium geometry.

Results
highest occupied orbital energy: -9.66 eV
E_tot: -322.270969 hartree
SMILES string: N#Cc1ccoc1
energy relative to the best compared isomer or geometry (same formula, charge and spin): 0.567 eV

Each line ends with the Löwdin charge.
Positions of all 10 atoms, in Å:
1 N 3.024 -0.746 -0.156  0.15
2 C 1.988 -0.236 -0.071  -0.19
3 C 0.601 0.074 -0.013  -0.25
4 C 0.047 1.248 0.369  -0.08
5 O -1.299 1.128 0.412  -0.02
6 C -1.617 -0.255 -0.049  -0.02
7 C -0.458 -0.921 -0.274  -0.01
8 H 0.669 2.151 0.507  0.15
9 H -2.693 -0.473 -0.154  0.13
10 H -0.261 -1.970 -0.571  0.13

***

(6)
Density functional theory data (wB97M-V/def2-TZVPD) for the molecule C5H3NO in a non-equilibrium geometry.

Results
highest occupied orbital energy: -9.66 eV
E_tot: -322.288918 hartree
SMILES string: N#Cc1ccoc1
energy relative to the best compared isomer or geometry (same formula, charge and spin): 0.078 eV

Each line ends with the Löwdin charge.
Positions of all 10 atoms, in Å:
1 N -1.870 0.589 2.509  0.15
2 C -1.254 0.229 1.596  -0.17
3 C -0.393 -0.085 0.502  -0.22
4 C 0.888 -0.533 0.628  -0.06
5 O 1.521 -0.473 -0.557  0.02
6 C 0.638 0.032 -1.463  -0.10
7 C -0.562 0.268 -0.884  -0.01
8 H 1.458 -0.896 1.474  0.14
9 H 1.038 0.234 -2.447  0.13
10 H -1.464 0.635 -1.358  0.12

***

no.,lowest unoccupied orbital energy (eV)
1,-6.62
2,0.78
3,-0.49
4,0.54
5,0.77
6,0.79